106
Properties=species:S:1:pos:R:3 method="wB97M-V/def2-TZVPD" total_charge=+2 de_lowest_kcal_mol=2.6 total_energy_ha=-10595.2099 orbital_gap_ev="7.32 / 7.33"
H -4.40700 2.05683 3.26011
N -4.90752 2.63019 0.11932
N -4.22056 4.09676 1.77648
H -6.23712 -2.73930 -1.34989
C -2.54999 -2.38279 -1.30729
N -3.86832 -2.12487 0.50972
C 0.48832 2.34259 -5.81464
H -2.75302 -0.64247 2.43258
Ge 2.12239 2.76425 -1.38469
H -1.10414 6.67840 -0.59580
H 0.58380 -2.10003 5.58596
H 7.89219 3.17747 -1.19718
C 1.23562 1.34699 -3.76600
C 1.43082 -2.90725 2.37525
C 1.99116 -3.87850 1.51901
C 1.28620 -3.01719 3.79657
C 4.81423 1.88652 -0.70628
C 1.09495 5.47456 1.66040
H 2.44813 -4.37318 -0.51156
H -0.33947 7.06184 1.72269
C -4.08457 -3.99365 -2.59989
H -3.01203 -0.97909 4.84826
H -3.14874 1.06624 -0.89102
C 1.40743 2.60062 -3.18130
H 0.13373 2.24200 -6.82847
C 0.08591 6.26310 1.13323
N -4.43295 -3.08610 -0.32808
C 6.06285 4.09242 -1.81806
H -6.29946 -2.56201 0.41499
H -1.75108 -2.27431 -2.00995
C 1.50847 -2.44632 -0.34215
H 6.78480 1.21323 -0.20856
H -0.12667 4.88926 -1.93625
C -3.39532 3.88246 -1.46130
C 0.69114 3.59937 -5.27000
C -1.64649 0.47620 -2.20616
H -3.45579 4.73945 -2.13278
C -3.98307 -2.32920 1.91743
C -4.66409 -3.43781 2.40166
C 6.81773 3.09426 -1.22450
C 0.77250 1.21503 -5.06347
H -4.31600 -2.88626 5.72381
N -4.61507 1.88743 2.28688
C 2.02840 -3.64880 0.16917
C -0.34498 6.04459 -0.16396
H 2.14803 1.33617 0.75868
O -0.43650 0.13175 -1.72398
C 1.67174 4.48304 0.88808
C -3.37944 -1.44014 2.80277
C -2.68821 -1.67517 -0.08406
C 4.04328 2.88005 -1.29825
H -6.22405 -4.17670 -0.29905
C 1.56977 1.29458 -0.16999
H -4.02594 4.29532 2.74678
C 0.95111 -1.73672 1.77331
H 0.63973 0.23402 -5.49149
H 2.38054 -4.79547 1.93608
C 6.19574 1.99023 -0.66831
H 6.54995 4.95078 -2.25196
H 1.45655 0.44934 -3.20066
V 0.06605 0.32762 0.00314
N -1.38651 1.92688 -0.24952
C -4.58515 2.87334 1.39000
H 1.45053 5.64974 2.66448
H -3.23934 -4.16136 -3.26216
C 0.34839 -0.69368 2.52291
H -5.42700 3.18079 -1.79040
C 0.21080 -0.84444 3.87572
C -3.65402 -3.17393 -1.44004
C 0.69274 -2.01519 4.51564
C -3.50784 -1.65348 4.16774
H -5.32097 -4.49271 4.12931
C -4.81547 3.59676 -0.98648
H -2.77787 4.21275 -0.62617
H -1.88829 2.06317 0.62692
H -4.35754 4.88655 1.16612
H 1.34128 4.71862 -3.58937
H -5.32734 4.51483 -0.68124
H -4.85806 -3.47836 -3.16842
H 4.11346 4.77598 -2.32316
C 4.68423 3.98577 -1.85479
C -4.79056 -3.62598 3.76811
H 4.34382 1.01371 -0.27032
H -1.83107 3.13588 -2.72970
C -2.71426 2.74741 -2.21466
O -0.07727 0.36465 1.82339
C -4.22405 -2.73039 4.65971
Br 1.90292 -4.55423 4.68530
H -5.06594 -4.17756 1.73128
H -5.24106 1.69774 -0.09152
H 2.48248 3.90416 1.31106
H -3.36560 2.35584 -3.00032
O -1.96376 -0.83408 0.47771
N 0.99426 -1.52384 0.43298
H -4.71578 0.91737 2.01149
H 0.51036 4.48180 -5.86287
C 0.22834 5.03529 -0.93024
H 1.51922 -2.23338 -1.40703
H -0.87954 2.80075 -0.45087
C -2.28808 1.57124 -1.34813
O -2.16104 -0.04270 -3.14579
C 1.25647 4.24272 -0.42443
C 1.15032 3.72409 -3.96912
C -5.88747 -3.14810 -0.40438
Br -0.57548 0.51011 4.91338
H -4.48201 -4.95556 -2.27986